Density functional theory data (the ωB97M-V functional and the def2-TZVPD basis) for an isolated molecule of C4H3NO.

Calculated values
* strongest force on any atom: 1.7 eV Å⁻¹
* Kohn-Sham gap: 11.26 eV
* energy above the lowest of the compared OMol25 structures with the same formula, charge and spin: 200.2 kJ/mol

Geometry as XYZ:
```
9
C4H3NO, DFT the ωB97M-V functional and the def2-TZVPD basis
C 2.1855 0.1836 -0.1725
C 0.9854 0.0801 -0.1128
C -0.4882 -0.0512 -0.1848
O -1.1239 1.1076 -0.6543
C -1.1323 -0.8182 0.9044
N -1.6818 -1.7063 1.4034
H 3.2557 0.2409 -0.2414
H -0.8062 -0.8884 -0.8394
H -1.2879 1.7657 0.0351
```

Density functional theory data (the ωB97M-V functional and the def2-TZVPD basis) for a structure of composition C10H30BNPtSe4Si4.

Calculated values
* strongest force on any atom: 1.0 eV Å⁻¹
* Kohn-Sham gap (spin up / spin down): 6.58 / 5.93 eV
* <S²>: 6.022
* multiplicity: 5
* energy above the lowest of the compared OMol25 structures with the same formula, charge and spin: 71.1 kJ/mol

Geometry as XYZ:
```
51
C10H30BNPtSe4Si4, DFT the ωB97M-V functional and the def2-TZVPD basis
Pt 0.7220 0.5994 -1.5166
Se 2.4468 -0.8232 -2.6625
Se 0.9400 -3.3557 -3.3798
Se -1.2129 -2.7332 -3.2283
Se -1.3772 -0.4838 -2.9542
C -2.3229 0.1862 2.4977
Si -2.3234 0.0049 0.6316
C -3.6419 -1.1989 0.0835
C -2.5435 1.6877 -0.1425
Si -0.2089 -0.8540 -0.0375
Si 2.0591 1.6641 0.1232
C 3.8698 1.4110 -0.2463
C 1.7413 0.9508 1.8361
C 1.6689 3.4819 0.1708
Si 0.4277 -2.9393 0.8844
C -0.7859 -4.2641 0.3745
C 2.1812 -3.3650 0.4060
C 0.3574 -2.6922 2.7407
H -3.2761 0.6214 2.8229
H -1.5194 0.8558 2.8275
H -2.1987 -0.7744 3.0120
H -4.6272 -0.8840 0.4496
H -3.4501 -2.2132 0.4549
H -3.6807 -1.2381 -1.0081
H -3.4503 2.1744 0.2319
H -2.6265 1.6181 -1.2311
H -1.6916 2.3401 0.0785
H 4.1350 0.3476 -0.2242
H 4.4743 1.9349 0.5048
H 4.1331 1.8057 -1.2346
H 2.1011 -0.0872 1.9087
H 0.6733 0.9722 2.1073
H 2.2856 1.5511 2.5815
H 1.8505 3.9529 -0.8007
H 2.3142 3.9595 0.9214
H 0.6231 3.6693 0.4408
H -0.9734 -4.2467 -0.7018
H -1.7442 -4.1428 0.8917
H -0.3813 -5.2512 0.6272
H 2.3020 -3.3858 -0.6791
H 2.4521 -4.3527 0.7982
H 2.8852 -2.6289 0.8129
H -0.6015 -2.2720 3.0664
H 1.1544 -2.0203 3.0800
H 0.4914 -3.6567 3.2462
B -0.8769 4.4264 -3.6322
C -0.0870 3.2043 -3.0725
N 0.5099 2.3120 -2.6363
H -0.0895 5.3269 -3.8351
H -1.6595 4.7222 -2.7429
H -1.4488 4.0825 -4.6465
```

Density functional theory data (the ωB97M-V functional and the def2-TZVPD basis) for a structure of composition C10H11ClO2S.

Calculated values
* strongest force on any atom: 4.5 eV Å⁻¹
* Kohn-Sham gap (spin up / spin down): 7.07 / 7.07 eV
* energy above the lowest of the compared OMol25 structures with the same formula, charge and spin: 78.1 kJ/mol

Geometry as XYZ:
```
25
C10H11ClO2S, DFT the ωB97M-V functional and the def2-TZVPD basis
C -1.8648 -2.1666 2.6377
C -1.5672 -0.8481 2.2892
C -1.6657 -3.0350 1.6068
C -1.1006 -0.6847 0.9548
C 1.5274 1.5001 -0.8305
C 0.7070 0.3613 -1.0273
C -0.7525 0.4942 -1.1802
C -0.8565 0.4888 0.2683
C -1.4535 -0.5144 -2.0027
C 3.7200 2.0522 -0.5248
O 1.2283 2.6664 -0.6928
O 2.8135 1.0465 -0.7078
S -1.1202 -2.1986 0.1811
Cl -0.9010 1.9747 1.1792
H -2.2322 -2.4615 3.6285
H -1.6569 -0.1444 2.9807
H -1.9861 -4.1718 1.4455
H 1.1746 -0.6568 -1.0180
H -0.9427 1.5396 -1.5122
H -2.4086 -0.8127 -1.4514
H -0.7701 -1.4108 -1.9712
H -1.6556 0.0448 -2.9498
H 3.6918 2.6680 -1.3842
H 4.7171 1.6354 -0.2564
H 3.3545 2.6333 0.3375
```

Density functional theory data (the ωB97M-V functional and the def2-TZVPD basis) for a structure of composition C9H27BO11S3Si.

Calculated values
* strongest force on any atom: 0.9 eV Å⁻¹
* Kohn-Sham gap: 10.32 eV

Geometry as XYZ:
```
52
C9H27BO11S3Si, DFT the ωB97M-V functional and the def2-TZVPD basis
C 3.0353 1.3646 4.0055
Si 2.6272 2.0196 2.3108
C 2.3003 3.8575 2.3987
C 3.9542 1.6410 1.0876
O 1.2199 1.2579 1.7051
S -0.0626 0.9766 2.6393
O 0.0701 -0.3487 3.1862
O -1.0914 0.8212 1.3971
B -1.7350 1.9897 0.9400
O -2.6694 2.5861 1.7377
O -1.4890 2.4084 -0.3339
H 2.7087 0.3327 4.1434
H 2.5841 1.9672 4.7967
H 4.1196 1.4042 4.1359
H 2.8771 4.3028 3.2124
H 1.2474 4.0728 2.5999
H 2.5711 4.3601 1.4685
H 4.1305 0.5678 1.0053
H 3.6804 1.9813 0.0859
H 4.8857 2.1299 1.3824
H -2.5138 3.5066 1.9484
H -0.5676 2.4936 -0.5919
O 4.2750 -1.1039 -1.0328
S 3.6079 -0.7390 -2.2489
O 3.3103 0.6445 -2.4763
O 2.3064 -1.6135 -2.4061
C 1.3615 -1.6212 -1.2908
C 0.4482 -0.4214 -1.3089
C 4.4865 -1.3802 -3.6289
H 1.9232 -1.7085 -0.3607
H 0.8004 -2.5415 -1.4337
H 0.9874 0.5014 -1.0992
H -0.3209 -0.5483 -0.5487
H -0.0332 -0.3288 -2.2829
H 4.6794 -2.4355 -3.4589
H 5.4173 -0.8205 -3.6887
H 3.8882 -1.2241 -4.5224
O -5.0666 -3.9750 -1.3039
S -4.6143 -2.7159 -1.8162
O -3.2200 -2.5424 -2.0911
O -5.1268 -1.5584 -0.8654
C -4.8758 -1.7061 0.5618
C -3.4456 -1.3821 0.9196
C -5.5441 -2.2704 -3.2396
H -5.1584 -2.7155 0.8611
H -5.5745 -1.0100 1.0204
H -2.7597 -2.1232 0.5121
H -3.3275 -1.3602 2.0030
H -3.1651 -0.4116 0.5160
H -6.6015 -2.3695 -3.0118
H -5.2509 -2.9621 -4.0263
H -5.2895 -1.2501 -3.5130
```

Density functional theory data (the ωB97M-V functional and the def2-TZVPD basis) for a structure of composition C22H42NP3ScSe.

Calculated values
* total charge: +3
* strongest force on any atom: 7.6 eV Å⁻¹
* Kohn-Sham gap (spin up / spin down): 8.35 / 4.46 eV
* energy above the lowest of the compared OMol25 structures with the same formula, charge and spin: 234.7 kJ/mol

Geometry as XYZ:
```
70
C22H42NP3ScSe, DFT the ωB97M-V functional and the def2-TZVPD basis
Sc 0.1884 0.8385 -0.3330
P 0.6340 2.8426 -1.3428
P -2.0564 0.4789 -0.7149
P 0.7233 -0.4320 -2.1936
H 1.0491 -0.8604 1.7949
C 1.2975 -0.7008 0.7438
C 2.1779 0.4065 0.3995
H 2.5481 1.0471 1.1951
C 0.7696 4.4140 -0.3655
C -0.3879 3.5348 -2.7326
C 2.3069 2.9361 -2.1392
C -2.8521 -1.0923 -0.1099
C -3.3294 1.6687 -0.0636
C -2.7428 0.4405 -2.4440
C 2.4806 -0.9657 -2.4241
C 0.4258 0.1495 -3.9277
C -0.0558 -2.1076 -2.2968
H 1.4432 -1.6590 0.2415
H 2.9426 0.2511 -0.3565
H 1.4246 4.2542 0.4961
H -0.2168 4.7140 -0.0039
H 1.1805 5.2240 -0.9800
H -1.3981 3.7351 -2.3614
H -0.4637 2.8027 -3.5402
H 0.0354 4.4649 -3.1330
H 3.0621 2.7313 -1.3752
H 2.4958 3.9195 -2.5870
H 2.4008 2.1707 -2.9138
H -3.9213 -1.1359 -0.3533
H -2.7248 -1.1701 0.9723
H -2.3450 -1.9488 -0.5608
H -4.3380 1.3625 -0.3646
H -3.1253 2.6662 -0.4648
H -3.2964 1.7249 1.0265
H -3.8303 0.3049 -2.4242
H -2.3059 -0.3766 -3.0223
H -2.5103 1.3828 -2.9478
H 2.5552 -1.6005 -3.3134
H 2.8245 -1.5300 -1.5539
H 3.1277 -0.0940 -2.5498
H 0.6571 -0.6463 -4.6448
H 1.0692 1.0076 -4.1394
H -0.6111 0.4600 -4.0611
H 0.3609 -2.6893 -3.1269
H -1.1352 -2.0197 -2.4361
H 0.1248 -2.6327 -1.3553
C -0.1821 -5.0958 2.4364
C 0.9646 -4.3128 2.6047
C 2.1105 -4.8743 3.1668
C 2.1239 -6.2118 3.5633
C 0.9775 -6.9890 3.3933
C -0.1735 -6.4381 2.8327
Se -1.8002 -4.3972 1.6704
H -1.2582 -3.0442 1.4619
H 0.9670 -3.2703 2.3001
H 2.9964 -4.2584 3.2937
H 3.0188 -6.6443 4.0005
H 0.9746 -8.0319 3.6978
H -1.0603 -7.0529 2.7051
C -0.7903 3.5478 3.8534
C 0.1023 2.4880 3.8650
C 0.3440 1.7757 2.6865
N -0.2712 2.0957 1.4983
C -1.1556 3.1363 1.5133
C -1.4271 3.8755 2.6676
H -0.9872 4.1105 4.7569
H 0.6083 2.2144 4.7822
H 1.0406 0.9742 2.7711
H -1.6540 3.4307 0.6305
H -2.1276 4.7001 2.6357
```